The following is a DFT calculation (ωB97M-V/def2-TZVPD) of an isolated molecule of C3H8F2N2 in a non-equilibrium geometry.

## Properties
Largest force on an atom in eV/A: 1.68
Total energy in eV: -11655.952
Relative energy (zero: lowest compared OMol25 entry of this formula, charge and spin) in kcal/mol: 4.40
HOMO energy in eV: -9.52
SMILES string: NC[C@H](N)C(F)F

Structure (ORCA input):
```
! RIJCOSX wB97M-V def2-TZVPD def2/J DEFGRID3
* xyz 0 1
N -0.70 -1.72 1.28
C -0.83 -0.33 0.85
C 0.03 -0.01 -0.41
N 1.41 -0.36 -0.23
C -0.11 1.46 -0.78
F 0.64 1.75 -1.90
F 0.35 2.23 0.25
H -1.04 -2.36 0.55
H 0.28 -1.92 1.24
H -0.47 0.33 1.65
H -1.93 -0.20 0.63
H -0.34 -0.55 -1.33
H 1.87 0.40 0.27
H 1.97 -0.47 -1.10
H -1.14 1.75 -0.98
*
```

The following is a DFT calculation (ωB97M-V/def2-TZVPD) of a structure of composition C3H8F6NOPRb in a non-equilibrium geometry.

## Properties
Largest force on an atom in eV/A: 5.29
Total energy in eV: -33023.615
Relative energy (zero: lowest compared OMol25 entry of this formula, charge and spin) in kcal/mol: 60.84
HOMO energy in eV: -11.09

Structure (ORCA input):
```
! RIJCOSX wB97M-V def2-TZVPD def2/J DEFGRID3
* xyz 1 1
Rb 13.52 29.20 4.98
C 6.90 25.24 4.24
C 7.92 25.04 5.36
O 8.80 25.86 5.64
N 8.00 23.68 5.99
H 7.71 23.00 5.31
H 8.98 23.43 6.03
C 7.23 23.66 7.33
H 7.02 24.72 3.29
H 6.94 26.24 3.81
H 5.93 24.97 4.67
H 7.13 22.59 7.51
H 6.20 23.93 7.10
H 7.78 24.16 8.11
P 19.66 30.74 3.92
F 18.93 29.50 4.69
F 19.80 31.48 5.28
F 21.05 30.03 4.20
F 20.56 31.94 3.12
F 19.64 29.79 2.57
F 18.18 31.46 3.73
*
```

The following is a DFT calculation (ωB97M-V/def2-TZVPD) of a structure of composition C3H8FN2 in a non-equilibrium geometry.

## Properties
Largest force on an atom in eV/A: 5.53
Total energy in eV: -8930.219
Relative energy (zero: lowest compared OMol25 entry of this formula, charge and spin) in kcal/mol: 48.80
HOMO energy in eV: -15.98

Structure (ORCA input):
```
! RIJCOSX wB97M-V def2-TZVPD def2/J DEFGRID3
* xyz 1 1
C 1.42 0.34 -0.38
C -1.99 -0.63 0.25
C -0.96 0.09 -0.52
N 2.59 0.25 0.34
N 0.28 -0.27 -0.06
F -1.10 1.69 0.12
H 1.32 0.92 -1.32
H -2.13 -1.66 -0.10
H -1.77 -0.26 1.31
H -2.97 -0.30 0.10
H -1.24 0.51 -1.50
H 3.50 0.59 -0.04
H 2.72 -0.37 1.11
H 0.33 -0.91 0.70
*
```

The following is a DFT calculation (ωB97M-V/def2-TZVPD) of a cluster of 2 separate species, C3H8FNS in total in a non-equilibrium geometry.

## Properties
Largest force on an atom in eV/A: 4.01
Total energy in eV: -18280.555
Relative energy (zero: lowest compared OMol25 entry of this formula, charge and spin) in kcal/mol: 65.56
HOMO energy (spin up / spin down) in eV: -7.94 / -7.93

Structure (ORCA input):
```
! RIJCOSX wB97M-V def2-TZVPD def2/J DEFGRID3
* xyz 0 1
C -0.94 -0.82 1.72
C 0.37 0.76 0.55
C -0.50 -0.41 0.30
N 1.14 0.62 -2.65
F 0.12 -1.43 -0.42
S 0.53 1.86 -1.79
H -0.07 -1.16 2.32
H -1.28 -0.04 2.26
H -1.81 -1.54 1.87
H 1.42 0.69 0.46
H -0.01 1.52 1.17
H -1.50 -0.09 -0.32
H 0.48 -0.12 -3.03
H 2.04 0.16 -2.44
*
```

The following is a DFT calculation (ωB97M-V/def2-TZVPD) of a cluster of 2 separate species, C3H8INS in total in a non-equilibrium geometry.

## Properties
Largest force on an atom in eV/A: 3.14
Total energy in eV: -23664.933
Relative energy (zero: lowest compared OMol25 entry of this formula, charge and spin) in kcal/mol: 14.02
HOMO energy in eV: -8.43
SMILES string: C=NSCC.I

Structure (ORCA input):
```
! RIJCOSX wB97M-V def2-TZVPD def2/J DEFGRID3
* xyz 0 1
C 0.13 2.11 -1.89
N 0.44 1.50 -0.84
S 1.02 -0.06 -0.87
C 1.04 -0.39 0.97
C 0.39 -1.72 1.24
H 0.31 1.87 -3.02
H -0.30 3.08 -1.88
H 2.16 -0.32 1.14
H 0.62 0.55 1.24
H 0.81 -2.54 0.69
H 0.28 -2.02 2.32
H -0.71 -1.71 0.95
I -3.01 -0.59 -0.75
H -3.20 0.24 0.69
*
```

The following is a DFT calculation (ωB97M-V/def2-TZVPD) of an isolated molecule of C3H8IPS in a non-equilibrium geometry.

## Properties
Largest force on an atom in eV/A: 3.26
Total energy in eV: -31465.104
Relative energy (zero: lowest compared OMol25 entry of this formula, charge and spin) in kcal/mol: 32.24
HOMO energy in eV: -8.73
SMILES string: CCCPSI

Structure (ORCA input):
```
! RIJCOSX wB97M-V def2-TZVPD def2/J DEFGRID3
* xyz 0 1
C 1.96 0.62 -0.80
C 0.54 0.83 -0.28
C -0.14 -0.54 -0.14
P -1.79 -0.06 0.56
S -2.44 -1.95 1.11
I -4.76 -1.43 1.34
H 2.36 -0.33 -0.44
H 1.93 0.73 -1.81
H 2.64 1.29 -0.39
H 0.57 1.19 0.72
H -0.06 1.42 -0.94
H -0.17 -1.05 -1.10
H 0.47 -1.20 0.46
H -1.11 0.48 1.71
*
```